DFT (ωB97M-V/def2-TZVPD) results for 2 unconnected molecules or ions with the total composition C40H46N3O.

Geometry as XYZ:
```
90
C40H46N3O, DFT ωB97M-V/def2-TZVPD
O -2.07 -1.46 -5.63
N 0.09 -1.77 -4.86
N -0.09 -1.07 -2.71
N 0.79 0.10 2.05
C 1.51 2.93 4.00
C 5.04 -0.54 2.50
C 0.86 -1.76 -3.62
C 3.19 -0.67 0.90
C -4.22 3.22 2.50
C 5.35 -1.78 0.50
C -3.88 -1.51 -3.11
C -5.60 0.02 -3.86
C 2.16 -0.98 -3.86
C -4.67 -2.60 -3.49
C 0.60 -2.36 -6.08
C 2.29 4.97 2.94
C -2.49 -1.73 -2.55
C 7.20 -1.73 2.31
C 0.33 3.82 2.08
C -6.36 -1.06 -4.31
C -2.08 2.53 3.41
C 0.72 -1.29 2.59
C -1.55 -0.43 2.32
C 1.82 -0.40 0.41
C -2.38 3.24 4.58
C 3.77 -0.15 2.11
C 0.12 -0.74 -1.42
C 2.43 3.98 3.92
C -0.68 1.84 3.25
C -1.23 -1.42 -4.73
C -3.01 2.52 2.37
C -4.51 3.94 3.65
C -3.59 3.94 4.70
C 0.43 2.88 3.10
C 1.29 -1.08 -0.71
C -0.73 -1.74 2.46
C -5.90 -2.37 -4.12
C 4.06 -1.45 0.10
C -1.42 -0.94 -3.29
C 1.12 -3.22 -3.19
C -4.37 -0.20 -3.24
C 5.85 -1.37 1.73
C 1.25 4.88 2.00
C -0.57 0.75 2.15
H 2.98 5.82 2.89
H -0.18 -2.31 -6.85
H -2.46 -1.43 -1.49
H -0.65 -0.11 -0.96
H -2.22 -2.80 -2.61
H 0.99 -1.20 3.65
H 1.61 2.18 4.79
H 5.46 -0.18 3.44
H 1.50 -1.82 -6.41
H 7.72 -0.82 2.66
H -2.23 -0.48 1.45
H -3.82 4.47 5.62
H 0.18 -3.79 -3.25
H -5.46 4.48 3.75
H -1.69 0.13 -3.33
H -4.29 -3.61 -3.32
H 1.94 -1.88 -1.10
H 5.96 -2.37 -0.19
H 2.83 -1.59 -4.48
H 1.42 0.66 0.57
H 1.13 5.62 1.22
H -3.76 0.63 -2.88
H -0.72 1.25 1.19
H 7.91 -2.25 1.63
H 1.46 0.65 2.60
H 3.78 -1.71 -0.92
H 1.44 -2.00 2.17
H 2.65 -0.73 -2.92
H 1.49 -3.28 -2.17
H 1.91 -0.05 -4.40
H -1.01 -2.27 3.40
H -2.80 2.00 1.43
H -0.50 1.29 4.18
H -4.93 3.18 1.68
H 0.89 -3.41 -5.91
H 3.26 4.03 4.63
H -2.13 -0.29 3.25
H -6.49 -3.22 -4.46
H 3.30 0.64 2.73
H -1.65 3.29 5.40
H -5.94 1.05 -4.00
H -0.85 -2.40 1.59
H 7.08 -2.35 3.22
H -7.31 -0.89 -4.81
H 1.87 -3.66 -3.87
H -0.50 3.75 1.37
```

Properties
E_tot   -48736.9015 eV
Relative energy (zero: lowest compared OMol25 entry of this formula, charge and spin)   1.7214 eV
LUMO   -3.5 eV
HOMO-LUMO gap   7.40 eV
Net charge   +1